Here is a cluster of 3 separate species, C39H60ClNO8S4 in total in a non-equilibrium geometry from the OMol25 dataset. Energies are from ωB97M-V/def2-TZVPD.

Values from the calculation:
- SMILES string: C#C[C@]1(OC[C@H](C)O)OS(=O)(=O)O[C@]1(CCCCS(=O)(=O)Cl)CCCSC(=S)N(c1ccccc1)c1ccccc1.CCCCCC.CCCCCC
- HOMO energy: -0.318 Ha
- Orbital gap: 0.27608 Ha

Positions of all 113 atoms, in Å:
C  -0.304  4.421  -2.267
C  0.045  3.563  -3.037
C  0.532  2.503  -3.927
O  1.737  1.948  -3.543
C  2.667  2.809  -2.879
C  4.052  2.147  -2.917
C  4.457  1.560  -1.573
O  5.028  3.115  -3.328
O  0.759  3.199  -5.181
S  0.061  2.535  -6.452
O  1.082  2.020  -7.299
O  -0.878  3.429  -7.027
O  -0.673  1.409  -5.679
C  -0.467  1.309  -4.192
C  0.124  -0.078  -3.988
C  1.108  -0.563  -5.060
C  2.113  -1.565  -4.436
C  2.222  -2.815  -5.307
S  3.244  -4.118  -4.659
O  2.785  -5.369  -5.169
O  4.612  -3.754  -4.837
Cl  2.860  -4.112  -2.656
C  -1.898  1.461  -3.670
C  -2.221  0.782  -2.325
C  -1.867  1.577  -1.073
S  -0.131  1.377  -0.594
C  -0.135  -0.117  0.380
S  -0.980  -0.257  1.743
N  0.749  -1.113  -0.154
C  2.075  -1.087  0.375
C  2.986  -2.028  -0.106
C  4.294  -2.041  0.324
C  4.734  -1.095  1.241
C  3.829  -0.166  1.720
C  2.512  -0.147  1.295
C  0.151  -2.429  -0.205
C  0.114  -3.278  0.892
C  -0.457  -4.528  0.765
C  -1.003  -4.948  -0.440
C  -0.978  -4.096  -1.528
C  -0.404  -2.842  -1.402
H  -0.712  5.185  -1.652
H  2.345  2.905  -1.841
H  2.742  3.780  -3.364
H  4.044  1.398  -3.705
H  5.531  1.393  -1.586
H  4.218  2.265  -0.776
H  3.951  0.616  -1.385
H  5.099  3.758  -2.616
H  0.590  -0.092  -3.005
H  -0.713  -0.776  -3.945
H  1.666  0.270  -5.467
H  0.545  -1.085  -5.829
H  3.095  -1.097  -4.410
H  1.821  -1.845  -3.428
H  1.248  -3.230  -5.552
H  2.743  -2.567  -6.231
H  -2.207  2.504  -3.666
H  -2.518  0.976  -4.421
H  -3.302  0.635  -2.303
H  -1.801  -0.219  -2.268
H  -2.488  1.295  -0.227
H  -1.979  2.636  -1.279
H  2.651  -2.760  -0.827
H  4.966  -2.787  -0.072
H  5.763  -1.098  1.566
H  4.194  0.562  2.431
H  1.841  0.602  1.689
H  0.531  -2.959  1.835
H  -0.479  -5.204  1.607
H  -1.440  -5.930  -0.540
H  -1.402  -4.390  -2.477
H  -0.382  -2.169  -2.245
C  -8.217  2.880  2.164
C  -8.277  1.592  1.347
C  -7.599  0.405  2.030
C  -6.101  0.579  2.284
C  -5.267  0.862  1.037
C  -5.309  -0.267  0.010
H  -7.189  3.210  2.324
H  -8.743  3.687  1.653
H  -8.685  2.742  3.141
H  -7.836  1.763  0.361
H  -9.325  1.335  1.170
H  -7.767  -0.492  1.428
H  -8.093  0.218  2.988
H  -5.723  -0.329  2.765
H  -5.944  1.386  3.005
H  -4.229  1.018  1.345
H  -5.590  1.797  0.569
H  -4.958  -1.204  0.447
H  -4.669  -0.035  -0.841
H  -6.318  -0.428  -0.374
C  1.184  1.058  8.574
C  2.053  -0.167  8.303
C  3.286  0.138  7.454
C  2.985  0.661  6.049
C  2.118  -0.260  5.192
C  2.757  -1.617  4.918
H  0.780  1.480  7.653
H  0.338  0.798  9.212
H  1.757  1.837  9.081
H  1.450  -0.946  7.828
H  2.386  -0.581  9.258
H  3.899  -0.765  7.384
H  3.902  0.878  7.975
H  3.935  0.834  5.533
H  2.501  1.639  6.119
H  1.927  0.237  4.236
H  1.140  -0.402  5.660
H  3.720  -1.498  4.418
H  2.116  -2.217  4.269
H  2.917  -2.184  5.836